[1]
C19H18ClN6O10W | wB97M-V/def2-TZVPD

Results
HOMO energy (spin up / spin down)	-12.099 / -12.616	eV

ORCA input file:
```
! RIJCOSX wB97M-V def2-TZVPD def2/J DEFGRID3
* xyz 1 3
W 0.37 1.18 -0.46
O 0.59 1.32 1.54
N 1.76 1.31 2.11
N 2.68 1.25 1.26
O 2.36 1.18 -0.02
C 4.07 1.23 1.63
C 4.41 1.56 2.94
C 5.75 1.53 3.28
C 6.71 1.19 2.33
C 6.33 0.88 1.03
C 5.00 0.90 0.66
H 3.66 1.83 3.66
H 6.05 1.78 4.28
H 7.75 1.17 2.60
H 7.08 0.61 0.29
H 4.69 0.65 -0.34
Cl 0.68 3.77 -0.43
C -0.45 2.90 -1.49
H -0.20 3.08 -2.53
H -1.46 3.15 -1.21
O 1.90 1.01 -3.12
N 1.21 1.00 -2.21
C 1.09 -4.11 0.43
C 0.25 -3.50 -0.71
C -1.22 -3.94 -0.58
C 0.81 -3.93 -2.07
C 0.31 -2.05 -0.61
C 0.33 -0.83 -0.53
H 1.05 -5.20 0.36
H 0.70 -3.82 1.40
H 2.13 -3.80 0.36
H -1.27 -5.03 -0.65
H -1.82 -3.51 -1.38
H -1.63 -3.63 0.38
H 0.76 -5.02 -2.15
H 1.85 -3.63 -2.18
H 0.23 -3.50 -2.89
O -7.63 1.60 0.23
N -6.96 0.99 -0.57
O -7.37 0.33 -1.50
C -5.49 1.07 -0.41
C -4.97 1.82 0.63
C -3.61 1.89 0.77
C -2.72 1.20 -0.09
O -1.45 1.13 0.18
C -3.32 0.49 -1.15
C -4.69 0.41 -1.31
N -2.48 -0.16 -2.15
O -2.91 -1.15 -2.69
O -1.38 0.33 -2.40
N -3.06 2.75 1.83
O -2.05 3.38 1.56
O -3.67 2.79 2.87
H -5.62 2.34 1.32
H -5.12 -0.16 -2.12
*
```

***

[2]
C6H12Si | wB97M-V/def2-TZVPD

Results
HOMO energy (spin up / spin down)	-5.034 / -10.383	eV

ORCA input file:
```
! RIJCOSX wB97M-V def2-TZVPD def2/J DEFGRID3
* xyz 0 3
C -1.67 -0.63 -2.28
C -1.72 -0.93 -1.00
C -0.17 -0.81 -2.31
C -0.19 -0.95 -0.72
C 2.00 0.71 0.88
C -0.87 0.55 2.02
Si 0.17 0.57 0.36
H -2.48 -0.60 -3.00
H -2.44 -0.83 -0.26
H 0.44 -1.62 -2.72
H 0.36 0.05 -2.73
H 0.16 -1.96 -0.38
H 2.24 0.30 1.93
H 2.73 0.23 0.25
H 2.46 1.80 1.08
H -1.92 0.30 2.10
H -0.37 -0.30 2.57
H -0.68 1.43 2.66
H 0.05 1.77 -0.40
*
```

***

[3]
C5H8O3 | wB97M-V/def2-TZVPD

Results
HOMO energy	-10.474	eV

ORCA input file:
```
! RIJCOSX wB97M-V def2-TZVPD def2/J DEFGRID3
* xyz 0 1
C -2.19 0.87 -0.50
C -1.26 -0.22 -0.08
C 0.10 0.23 0.19
C 1.28 -0.33 -0.12
C 2.52 0.15 0.29
H -1.71 1.58 -0.72
H -2.69 0.60 -1.14
H -3.26 1.06 0.21
H -1.08 -1.05 -0.70
H -1.47 -1.59 1.90
H 0.33 1.49 0.66
H 1.39 -1.24 -0.81
H 3.46 -1.44 -0.87
O -1.91 -0.74 1.02
O 3.72 -0.48 -0.23
O 2.77 1.12 0.90
*
```

***

[4]
C32H26Br2F5IrN2O2S2 | wB97M-V/def2-TZVPD

Results
HOMO energy (spin up / spin down)	-10.518 / -10.526	eV

ORCA input file:
```
! RIJCOSX wB97M-V def2-TZVPD def2/J DEFGRID3
* xyz 1 2
Ir -0.88 0.35 -0.12
Br 0.14 -1.28 4.58
C 1.35 -0.65 3.28
C 2.71 -0.53 3.61
C 3.62 -0.13 2.67
Br 5.44 0.01 3.16
C 3.21 0.16 1.35
C 4.07 0.55 0.29
C 3.55 0.79 -0.95
C 2.17 0.66 -1.15
N 1.34 0.32 -0.19
C 1.84 0.06 1.06
C 0.89 -0.36 2.02
O -0.38 -0.47 1.67
H 3.03 -0.75 4.62
H 5.13 0.65 0.48
H 4.18 1.07 -1.77
H 1.74 0.83 -2.12
F -1.45 7.55 -1.17
C -1.30 6.33 -0.68
C -0.07 5.69 -0.76
F 0.96 6.30 -1.33
C 0.06 4.41 -0.25
F 1.25 3.80 -0.36
C -1.00 3.75 0.35
S -0.76 2.18 1.13
C -2.22 4.41 0.42
F -3.27 3.80 0.97
C -2.38 5.69 -0.08
F -3.55 6.30 -0.01
C 5.02 -3.80 1.44
C 3.59 -3.58 1.04
C 3.25 -3.16 -0.25
C 1.93 -2.95 -0.61
C 0.94 -3.16 0.34
C 1.24 -3.56 1.63
C 2.57 -3.78 1.97
S -0.75 -2.81 -0.04
C -1.09 -4.12 -1.20
O -0.72 -1.59 -1.00
H 5.70 -3.47 0.65
H 5.21 -4.86 1.63
H 5.26 -3.26 2.35
H 4.03 -3.01 -0.98
H 1.67 -2.61 -1.60
H 0.46 -3.69 2.37
H 2.81 -4.08 2.98
H -0.30 -4.17 -1.95
H -2.05 -3.90 -1.67
H -1.16 -5.05 -0.64
C -0.71 0.96 -3.13
N -1.68 0.97 -2.02
C -2.32 2.31 -1.99
C -2.76 -0.04 -2.29
C -3.55 -0.22 -1.04
C -4.91 -0.46 -0.99
C -5.52 -0.68 0.24
C -4.76 -0.67 1.41
C -3.40 -0.40 1.37
C -2.80 -0.16 0.14
H 0.04 1.72 -2.96
H -1.22 1.17 -4.08
H -0.25 -0.03 -3.19
H -1.56 3.07 -1.83
H -3.06 2.34 -1.19
H -2.82 2.49 -2.95
H -2.25 -0.97 -2.54
H -3.36 0.27 -3.15
H -5.50 -0.48 -1.90
H -6.58 -0.86 0.29
H -5.25 -0.85 2.36
H -2.81 -0.38 2.28
*
```

***

Listing energy above the lowest of the compared OMol25 structures with the same formula, charge and spin for the structures above in their given order: 19.4; 121.8; 815.3; 0.0 kJ/mol.
Listing F_max for the structures above in their given order: 0.6; 11.6; 15.7; 0.7 eV/A.